C22H33N4O6PSn as an isolated structure in a non-equilibrium geometry. Source: the OMol25 dataset; level of theory: wB97M-V/def2-TZVPD.

Its relative energy (zero: lowest compared OMol25 entry of this formula, charge and spin) is 0.000 eV. Its maximum force is 4.1 eV/Å. The gap between HOMO and LUMO (spin up / spin down) is 0.1678 / 0.1678 hartree. For the LUMO energy (spin up / spin down), the calculation gives 0.002 / 0.002 hartree. The total energy is -56705.444 eV.

ORCA input file:
```
! wB97M-V def2-TZVPD RIJCOSX def2/J DEFGRID3
* xyz 0 1
H 4.59412 -1.58612 -3.06213
H 3.29193 -2.11863 -4.32105
C -2.51553 -0.18530 1.34732
C 1.61638 1.00150 3.55574
C -1.43685 -3.92573 0.14931
C 1.11131 3.31237 3.00667
O 3.16965 -0.19379 -3.49374
H 0.57819 -0.48911 2.41787
N -0.01589 -2.00481 -0.40764
H 3.02568 -1.85039 -2.53739
O 2.58477 -0.92300 0.65407
H 3.09714 3.85176 -1.97948
H -0.53668 -4.46813 0.48473
H 1.51022 -1.78354 0.74126
C -1.08187 -2.76668 -0.72459
H 3.94742 3.66693 -0.41449
H -3.76554 -0.07807 -0.42258
C 2.84766 1.22401 0.04749
H 0.20100 -0.31946 -3.50951
H -3.05154 -2.30569 3.98458
C -1.87543 -2.25237 -1.79263
N -1.44462 -1.09491 -2.27168
H -1.42692 2.91115 -0.81810
C 0.16449 2.89006 2.07478
H -1.43240 -0.60228 3.17670
O 0.52883 3.05365 -1.91581
C -3.61265 -0.56643 0.54525
H 2.18194 0.25544 4.13225
C -3.17521 -2.78914 -2.23691
O -2.43000 -0.55115 -3.13219
H -2.00991 -3.59676 1.04056
H 4.69063 2.11210 0.58678
C -4.31011 -2.15114 2.23199
H -0.37466 3.61553 1.45706
C 2.97355 3.63849 -0.90290
C -3.19643 -1.81276 3.01550
H -5.03555 -2.89777 2.58137
C 0.68864 0.58427 2.60321
C -2.15997 2.35365 -0.19348
H 2.51118 2.70648 4.55114
H -2.09315 -4.62776 -0.38753
H 1.72735 0.08977 -3.21730
C 2.34363 2.31447 -0.69835
H 3.57899 0.33751 -4.17124
H -2.93442 1.93655 -0.86780
H -2.63185 3.04309 0.53325
Sn 0.04509 0.14896 -0.98463
C -0.12606 1.52255 1.93201
P -1.39438 1.05297 0.76702
C -4.50204 -1.54817 0.97873
H -3.99406 -2.31915 -1.69844
H -3.22719 -3.85242 -2.01880
N 2.11682 0.06923 -0.06309
H -5.35876 -1.82783 0.34286
N 1.08754 2.15198 -1.21761
C -2.29674 -0.84963 2.56571
H 3.65656 1.69307 1.94298
H 4.51670 0.39748 1.04397
H 2.34086 4.43512 -0.47685
C 4.00403 1.35583 0.96208
H 1.29613 4.38391 3.14254
C 3.58612 -1.53218 -3.44521
H -3.31295 -2.65111 -3.30199
O 0.72808 0.20318 -2.89306
C 1.80395 2.37164 3.78234
H -2.00281 0.21517 -3.54418
O 0.61559 -2.37847 0.74323
*
```